# 1
{
  "formula": "C23H25N3O4S",
  "method": "ωB97M-V/def2-TZVPD",
  "e_tot_ev": -47737.5218,
  "total_charge": 0,
  "relative_energy_kcal_mol": 382.5,
  "homo_energy_ev": -7.843,
  "max_force_ha_per_bohr": 0.2384,
  "orbital_gap_ev": 8.0950,
  "species": ["S", "O", "O", "O", "O", "N", "N", "N", "C", "C", "C", "C", "C", "C", "C", "C", "C", "C", "C", "C", "C", "C", "C", "C", "C", "C", "C", "C", "C", "C", "C", "H", "H", "H", "H", "H", "H", "H", "H", "H", "H", "H", "H", "H", "H", "H", "H", "H", "H", "H", "H", "H", "H", "H", "H", "H"],
  "coordinates": [[-2.6012, 0.4792, -2.1959], [-4.3951, 2.5332, -0.4330], [0.7828, -2.8903, -0.5738], [-2.8485, 1.3748, 0.7967], [7.3666, 0.1772, -0.3251], [4.8823, -0.0220, 1.0860], [-0.7898, -1.2544, -1.0710], [-0.1406, 0.7616, -1.4520], [-4.9594, 2.7509, 0.9673], [3.1412, 1.4800, 0.0594], [-3.3279, 1.9477, -0.2644], [-4.8268, -2.0861, 1.5025], [2.7183, -0.8907, 0.1080], [-1.6935, -2.2636, -1.3088], [-5.9629, 1.5468, 1.2259], [6.5575, -0.9817, -0.6878], [1.0934, 0.7882, -0.7725], [3.6864, 0.0464, 0.2999], [-2.7312, 2.0401, -1.8428], [-1.0610, 0.0486, -1.6075], [-2.8595, -2.1553, -0.1838], [6.8118, 1.2867, 0.1871], [5.5470, -1.1485, 0.3593], [-4.1215, -2.2349, -0.9698], [-5.0510, -2.2358, 0.1898], [-3.4832, -1.5331, 1.8460], [0.5466, -1.6721, -0.5967], [-2.5839, -1.8865, 1.0643], [1.9495, 1.7375, -0.7034], [1.5958, -0.4974, -0.5635], [5.7684, 1.0729, 1.2046], [1.8347, 2.8199, -0.9111], [5.1173, 2.0344, 1.6123], [-2.0442, -2.1587, -2.3465], [6.3176, -1.6494, 1.3399], [-4.3752, -2.7988, -1.7705], [-4.2175, 2.8963, 1.7524], [5.1576, -2.0843, 0.1002], [-1.7537, 2.4582, -1.8375], [-1.2036, -3.3961, -1.1920], [6.0400, -0.4671, -1.7030], [-5.6627, -1.8109, 2.1020], [-6.6801, 1.5823, 0.5285], [3.0272, -1.8515, 0.1018], [6.0199, 1.8047, -0.7808], [-5.6369, 3.6528, 0.9124], [-1.4445, -1.7310, 1.3239], [-6.4927, 1.5432, 2.1755], [7.3866, -1.8278, -0.9288], [-3.2708, -1.2990, 2.8412], [-6.1301, -2.3755, -0.0775], [3.8932, 2.3988, 0.0267], [7.3298, 2.1851, 0.5600], [-3.3396, 2.4678, -2.4290], [6.4142, 0.7163, 1.9821], [-5.2972, 0.5709, 1.2726]],
  "forces_ev_per_angstrom": [[-1.13, -6.74, -3.33], [-4.76, 2.89, 3.97], [0.08, 2.70, 1.07], [-1.73, 2.55, -5.08], [3.07, -1.06, 0.50], [-1.86, -3.81, -4.53], [2.41, -0.27, 0.21], [5.42, 9.50, 0.39], [-4.14, 0.04, 0.03], [2.39, -0.64, -2.29], [6.94, -3.19, 0.52], [2.71, 3.97, 0.87], [1.39, 2.04, -1.50], [-1.23, -4.39, 2.03], [5.28, -1.14, 2.73], [1.16, 4.23, -3.38], [-4.69, -6.93, -3.08], [-1.95, 8.10, 1.89], [4.45, -0.04, 8.52], [-0.51, -6.00, 2.35], [-0.65, -2.08, -12.06], [-5.60, 3.41, -4.39], [5.18, -2.81, 5.89], [1.46, 0.89, 11.38], [-2.83, -1.13, -4.69], [-8.58, -1.77, 5.16], [-0.54, 0.14, -3.42], [9.50, 0.51, -1.71], [5.58, 5.83, 3.19], [-3.69, -3.35, 2.33], [-1.04, 1.74, 3.12], [-0.51, -0.96, -0.27], [2.15, -2.38, -1.24], [-0.50, -0.31, 0.51], [-1.85, 1.29, -2.52], [-0.20, -0.86, -2.97], [0.18, -0.23, -0.69], [-2.49, -0.85, 0.14], [0.84, 0.87, 0.03], [-0.98, 3.22, -0.45], [0.98, -2.08, 1.97], [-0.49, -0.42, 0.72], [-2.39, -0.36, -2.98], [0.10, -3.38, 0.54], [2.29, -0.95, 1.82], [1.15, -0.65, -0.36], [-2.24, -0.32, -0.49], [0.30, 0.59, 0.35], [-2.64, 1.83, 0.70], [0.10, 0.83, 1.44], [0.76, -0.12, 0.24], [-1.66, -2.25, 0.46], [1.20, -1.04, -0.67], [-4.69, 3.51, -4.03], [0.13, 0.08, 1.65], [-1.66, 1.79, -0.59]]
}

# 2
{
  "formula": "C23H25N6O4OsS2",
  "method": "ωB97M-V/def2-TZVPD",
  "s_squared": 6.02,
  "e_tot_ev": -65517.6143,
  "total_charge": 1,
  "relative_energy_kcal_mol": 0.0,
  "homo_energy_ev": [-10.299, -10.473],
  "multiplicity": 5,
  "max_force_ha_per_bohr": 0.0401,
  "orbital_gap_ev": [7.9178, 5.9143],
  "species": ["Os", "S", "S", "O", "O", "O", "O", "N", "N", "N", "N", "N", "N", "C", "C", "C", "C", "C", "C", "C", "C", "C", "C", "C", "C", "C", "C", "C", "C", "C", "C", "C", "C", "C", "C", "C", "H", "H", "H", "H", "H", "H", "H", "H", "H", "H", "H", "H", "H", "H", "H", "H", "H", "H", "H", "H", "H", "H", "H", "H", "H"],
  "coordinates": [[0.0876, 0.8529, -1.6075], [-0.3239, 2.0365, -3.4368], [-1.0908, 4.0225, -1.9214], [0.9599, -1.3249, -2.1901], [-2.1789, 3.2857, -1.3185], [0.1110, 4.0361, -1.1441], [-1.3158, 5.0743, -2.8408], [-1.8521, -0.0133, -1.5106], [-2.5721, -0.1485, -0.3624], [0.0472, -3.3879, -2.5310], [0.1362, 0.5442, 0.3604], [2.8426, 1.2407, -0.3184], [2.0997, 1.3973, -1.4503], [-0.7834, 1.8730, 2.1467], [3.8911, 2.0724, -0.3341], [2.0958, -1.2964, 2.8808], [2.5655, 0.2889, 0.7084], [-0.5745, -4.3340, -3.4899], [2.7383, 2.3341, -2.1780], [-2.3008, 0.6819, 0.7516], [1.2123, 0.0810, 1.0684], [-3.5281, -1.4308, -1.8541], [-4.3086, 2.4196, 3.4298], [-3.3811, 1.0883, 1.5224], [1.0298, -0.7370, 2.1852], [-3.5802, -0.9719, -0.5381], [-0.1345, -3.6121, -1.0999], [0.5514, -2.2240, -2.9432], [3.8738, 2.7754, -1.5428], [-1.8301, 2.3150, 2.9046], [-0.9713, 1.0023, 1.1101], [-2.4332, -0.7993, -2.4474], [3.6456, -0.3256, 1.3527], [-3.1593, 1.9035, 2.6370], [4.5500, -1.7446, 3.2219], [3.4136, -1.1106, 2.4682], [0.0318, -0.9861, 2.5110], [-4.1832, -2.0940, -2.3665], [-0.2502, -4.0319, -4.4566], [5.3518, -2.0459, 2.5419], [-4.1538, 2.4371, 4.5046], [-4.2745, -1.2032, 0.2681], [2.3526, 2.6046, -3.1577], [-2.0233, -0.8197, -3.4427], [-0.1843, -5.3144, -3.2402], [0.6168, -2.1220, -4.0203], [0.0928, -2.7045, -0.5233], [0.5401, -4.4137, -0.7765], [4.6591, -0.2008, 0.9620], [-1.6489, -4.3641, -3.4024], [1.8785, -1.9166, 3.7261], [4.5698, 3.4861, -1.9344], [-1.6243, 3.0182, 3.7102], [4.9716, -1.0439, 3.9434], [-4.4001, 0.8326, 1.2674], [4.2117, -2.6124, 3.8297], [0.2319, 2.1461, 2.3712], [4.5599, 2.1268, 0.4983], [-5.1810, 1.7726, 3.2376], [-4.5227, 3.4430, 3.1352], [-1.1553, -3.8588, -0.8749]],
  "forces_ev_per_angstrom": [[0.25, -0.57, 0.22], [-0.29, 0.27, -0.12], [-0.17, -0.82, 1.15], [-0.14, 0.06, 0.02], [0.28, 0.39, -0.78], [0.45, 0.02, -0.02], [-0.26, -0.12, -0.41], [0.14, -0.05, -0.58], [1.56, 0.84, -0.65], [-0.70, 0.63, -0.02], [-0.73, 0.52, -0.22], [0.04, 0.05, 0.12], [-0.24, 0.37, -0.20], [0.35, 0.08, 0.60], [-0.04, 0.35, -0.96], [-0.27, 0.50, -0.71], [-0.65, 0.25, -0.28], [1.07, 0.22, 1.50], [-0.35, -0.31, -0.66], [0.50, -0.15, 0.69], [1.70, -0.85, 0.79], [0.32, 0.24, -0.21], [-0.65, -0.41, -0.02], [0.53, 0.69, 0.66], [0.36, -0.43, 0.38], [-1.01, -1.17, -0.66], [0.70, 0.16, 0.22], [-0.05, -0.33, 0.42], [-0.07, -0.48, 0.65], [-1.14, 0.15, 0.36], [-1.00, -0.66, -1.42], [-0.10, 0.58, 1.64], [-0.44, 0.23, -0.29], [1.08, 0.11, -0.27], [-0.10, -0.43, 0.39], [0.11, -0.25, 0.29], [-0.20, 0.14, 0.00], [-0.44, -0.33, 0.03], [0.04, -0.01, -0.92], [-0.11, -0.08, 0.17], [0.28, -0.12, 0.08], [0.29, 0.11, -0.36], [0.01, 0.01, 0.43], [-0.10, -0.06, -0.04], [0.01, -0.25, -0.25], [-0.02, 0.08, -0.45], [0.16, -0.24, -0.42], [-0.26, 0.10, 0.05], [-0.35, 0.06, 0.14], [-0.37, 0.24, 0.04], [-0.01, -0.26, 0.36], [0.20, 0.20, 0.15], [-0.19, -0.19, -0.07], [0.07, 0.13, -0.06], [0.03, -0.05, -0.16], [0.21, 0.44, -0.60], [0.20, 0.26, 0.15], [0.19, -0.07, 0.18], [0.14, 0.51, 0.11], [-0.24, 0.10, -0.11], [-0.54, -0.37, -0.08]]
}

# 3
{
  "formula": "C23H25N7O6OsSSe4",
  "method": "ωB97M-V/def2-TZVPD",
  "e_tot_ev": -321655.4507,
  "total_charge": 0,
  "relative_energy_kcal_mol": 90.6,
  "homo_energy_ev": [-7.740, -7.723],
  "max_force_ha_per_bohr": 0.0460,
  "orbital_gap_ev": [5.2991, 5.2791],
  "species": ["Os", "Se", "Se", "Se", "Se", "S", "O", "O", "O", "O", "O", "O", "N", "N", "N", "N", "N", "N", "N", "C", "C", "C", "C", "C", "C", "C", "C", "C", "C", "C", "C", "C", "C", "C", "C", "C", "C", "C", "C", "C", "C", "C", "H", "H", "H", "H", "H", "H", "H", "H", "H", "H", "H", "H", "H", "H", "H", "H", "H", "H", "H", "H", "H", "H", "H", "H", "H"],
  "coordinates": [[1.0850, -0.1478, 0.7337], [4.6071, 0.7636, 2.2925], [3.3123, 3.1059, 0.1675], [1.6295, 1.8609, -0.4511], [3.4333, -0.6923, 1.1072], [-1.4940, 1.9766, -0.3192], [1.0617, -4.4455, 1.3142], [1.1978, -2.2516, 1.4947], [-2.8284, 2.0138, 0.1949], [1.5434, -0.4297, -4.4185], [-0.5572, 2.8446, 0.3950], [1.0583, 0.2960, -2.4274], [-1.1670, 2.7401, -6.1663], [-2.7896, -0.5684, -0.8727], [-0.8540, 0.4754, -0.0945], [0.6009, 0.5392, 2.7659], [1.4138, -0.6023, -3.2162], [-1.2178, -1.6619, 0.5201], [-0.1845, 1.2093, 5.0891], [-2.2973, 1.6302, -2.8744], [-1.2192, 2.5764, -4.8126], [-1.6620, -0.5897, -0.1630], [-1.4183, 2.3167, -2.0548], [1.6301, -3.2282, -0.6414], [-2.2071, 1.7639, -4.2414], [-1.3324, 0.8930, 4.2766], [-0.3455, 3.2718, -3.9652], [1.2606, -3.3483, 0.8318], [1.1935, -0.3463, 3.7813], [2.3173, -2.8990, -3.3456], [-3.5217, -1.6627, -0.8539], [1.6988, -1.8676, -2.6420], [-0.4511, 3.1461, -2.5963], [2.5680, -4.0903, -2.6872], [2.2491, -4.2566, -1.3452], [1.0089, 1.9209, 3.0556], [0.5394, 2.3062, 4.4903], [1.3279, -2.0608, -1.3158], [-3.1542, -2.8186, -0.1785], [0.6738, 0.0528, 5.1900], [-0.8641, 0.4472, 2.8649], [-1.9476, -2.7593, 0.5016], [3.0211, -4.9085, -3.2238], [1.3935, 2.5477, 5.1243], [-1.5476, -3.6021, 1.0550], [-0.1187, 3.1765, 4.4538], [-1.3189, 1.0991, 2.1163], [0.6757, -1.3127, -0.8692], [0.9306, -1.3791, 3.5436], [-0.3399, 3.1460, -6.5686], [0.2099, 3.6989, -1.9433], [-3.7594, -3.7096, -0.1872], [-1.6633, 2.0781, -6.7382], [-1.1574, -0.5875, 2.6673], [1.5063, 0.2978, 5.8507], [-4.4440, -1.6087, -1.4193], [-3.0279, 0.9857, -2.4158], [2.5775, -2.7441, -4.3816], [0.1088, -0.7645, 5.6424], [0.4275, 3.8942, -4.3899], [-1.9094, 0.1021, 4.7600], [2.0995, 1.9973, 2.9886], [2.4568, -5.1835, -0.8341], [2.2816, -0.2444, 3.7482], [-1.9623, 1.7814, 4.2025], [-2.8909, 1.2292, -4.8836], [0.5531, 2.5869, 2.3178]],
  "forces_ev_per_angstrom": [[1.96, 0.95, 0.93], [-0.55, -0.36, -0.65], [-0.05, -0.03, 0.38], [0.69, -0.40, 1.06], [-0.28, 0.72, 0.25], [0.31, 0.26, 0.73], [0.06, -0.60, -0.16], [-0.35, 0.38, -0.17], [-0.29, -0.02, -0.39], [-0.03, -0.32, 0.72], [-0.02, 0.19, -0.81], [0.16, -1.30, -1.74], [0.04, 0.05, -0.41], [-0.01, 0.16, -0.03], [0.75, 0.27, 0.18], [0.58, -0.12, -1.47], [-0.45, 2.17, -0.47], [-0.25, 0.53, -0.12], [-0.26, 0.23, 0.86], [-0.18, 0.00, -0.20], [-0.10, 0.07, 0.49], [-1.08, -1.38, -0.15], [-0.11, -0.15, 0.63], [-0.16, 0.17, 0.02], [0.16, 0.03, 0.03], [-0.04, -0.11, -0.24], [-0.10, -0.12, -0.03], [-0.09, 0.11, 0.09], [0.38, -0.71, 0.66], [-0.26, 0.62, -0.07], [-0.20, -0.46, 0.04], [0.26, -1.61, 0.88], [0.07, 0.21, 0.07], [0.04, -0.10, 0.14], [-0.15, 0.19, -0.01], [0.29, 1.06, 0.22], [0.13, 0.07, -0.28], [0.51, 0.04, -0.19], [0.02, 0.07, -0.02], [0.11, -0.10, -0.16], [-1.18, 0.04, 0.17], [-0.27, -0.21, -0.09], [0.11, -0.04, -0.09], [0.01, 0.04, -0.01], [-0.01, -0.07, 0.00], [0.07, 0.00, 0.01], [0.24, -0.25, 0.23], [-0.27, 0.19, 0.06], [0.10, 0.19, -0.11], [-0.04, -0.08, -0.02], [0.00, 0.03, -0.07], [-0.07, -0.04, -0.01], [0.12, 0.05, -0.02], [0.14, 0.17, -0.07], [0.02, -0.06, 0.01], [-0.10, -0.11, -0.04], [-0.12, -0.03, -0.08], [0.04, -0.05, -0.05], [0.04, 0.01, -0.02], [0.05, 0.14, -0.04], [0.01, 0.04, -0.01], [-0.22, -0.15, -0.21], [0.01, -0.09, 0.08], [-0.22, 0.00, -0.19], [-0.02, -0.06, 0.00], [-0.11, -0.05, -0.07], [0.14, -0.28, 0.06]]
}

# 4
{
  "formula": "C23H26As2BBrF4N2Pb",
  "method": "ωB97M-V/def2-TZVPD",
  "e_tot_ev": -235772.7075,
  "total_charge": 0,
  "relative_energy_kcal_mol": 17.5,
  "homo_energy_ev": -8.133,
  "max_force_ha_per_bohr": 0.0270,
  "orbital_gap_ev": 8.3105,
  "species": ["Pb", "Br", "As", "As", "F", "F", "F", "F", "N", "N", "C", "C", "C", "C", "C", "C", "C", "C", "C", "C", "C", "C", "C", "C", "C", "C", "C", "C", "C", "C", "C", "C", "C", "B", "H", "H", "H", "H", "H", "H", "H", "H", "H", "H", "H", "H", "H", "H", "H", "H", "H", "H", "H", "H", "H", "H", "H", "H", "H", "H"],
  "coordinates": [[-1.3617, 0.3019, -0.4221], [-3.1969, -0.9569, -2.2069], [1.6145, -0.1911, -0.0224], [0.4464, 1.1569, 2.7377], [-2.7756, 3.5219, 2.3020], [-3.2709, 4.1223, 0.1274], [-1.3004, 3.0164, 0.6025], [-3.2857, 1.9018, 0.7306], [-1.0051, -3.8202, 1.7913], [-0.9521, -2.3351, 0.1820], [3.0710, 1.0952, 0.2795], [-1.3318, -2.5676, 1.4154], [-2.8439, 0.2172, -3.7077], [-2.3849, 1.7580, -5.9287], [-0.8316, 1.1658, -2.5421], [0.5240, 2.7219, -3.8491], [-0.3815, -4.4260, 0.7312], [1.8486, -1.1694, 1.6653], [-1.7085, 1.0598, -3.6619], [0.2594, 1.9928, -2.6738], [-3.4780, 0.9428, -5.8891], [2.5806, -1.2956, -1.3309], [1.2865, -0.6303, 2.8354], [1.4098, -1.3372, 4.0263], [-1.4823, 1.8296, -4.8425], [1.6902, 2.0348, 3.9899], [2.0615, -2.5606, 4.0752], [-1.0129, 0.9446, 4.0234], [-0.3586, -3.4937, -0.2600], [2.6387, -3.0762, 2.9253], [-0.3359, 2.6537, -4.9052], [2.5405, -2.3741, 1.7324], [-3.7113, 0.1446, -4.7542], [-2.6863, 3.1865, 0.9542], [-1.8545, -1.8649, 2.0445], [1.0047, -0.9196, 4.9421], [-1.7338, 0.2008, 3.6853], [-4.1646, 0.8908, -6.7231], [3.2895, 1.6441, -0.6358], [-1.5329, 1.9019, 4.0604], [0.9347, 2.1197, -1.8318], [1.7928, 1.4565, 4.9078], [-0.6556, 0.6875, 5.0205], [-0.1567, 3.2273, -5.8065], [3.1640, -4.0229, 2.9503], [2.8374, -0.6425, -2.1647], [-0.0264, -5.4405, 0.7716], [1.4107, 3.3412, -3.9069], [0.0230, -3.5832, -1.2627], [-1.1445, -4.2118, 2.7054], [2.7786, 1.7992, 1.0562], [2.6727, 2.1510, 3.5339], [3.9623, 0.5560, 0.5980], [2.1366, -3.1024, 5.0105], [3.0102, -2.7780, 0.8437], [1.2921, 3.0205, 4.2291], [-2.1881, 2.3693, -6.8013], [1.9356, -2.0874, -1.7070], [3.4982, -1.7249, -0.9312], [-4.5616, -0.5221, -4.7189]],
  "forces_ev_per_angstrom": [[0.16, 1.13, 0.79], [-0.43, -0.08, -0.76], [0.86, -0.09, 0.10], [0.07, -0.07, 0.23], [0.01, -0.09, -0.07], [-0.01, 0.02, 0.04], [-0.05, -0.14, -0.15], [-0.10, -0.08, -0.04], [-0.01, 0.03, 0.08], [0.00, -0.16, -0.25], [-0.11, 0.06, -0.06], [0.06, 0.10, -0.10], [-0.17, -0.23, 0.18], [-0.08, -0.02, -0.10], [-0.03, -0.12, -0.02], [0.04, 0.06, -0.16], [0.10, -0.09, -0.12], [-0.15, 0.04, 0.11], [0.06, 0.05, -0.06], [-0.15, -0.17, 0.30], [0.09, 0.10, -0.06], [-0.15, -0.03, 0.09], [0.04, 0.02, -0.18], [-0.03, 0.07, 0.09], [-0.01, -0.12, 0.19], [-0.04, 0.03, -0.07], [0.03, -0.07, 0.03], [-0.10, 0.05, -0.03], [-0.06, -0.04, 0.06], [-0.03, 0.00, -0.03], [0.09, 0.04, 0.05], [-0.04, -0.07, -0.18], [0.00, -0.12, 0.12], [0.24, -0.01, -0.03], [0.07, -0.01, 0.09], [-0.04, -0.02, -0.03], [0.04, -0.02, -0.05], [0.00, 0.02, 0.00], [-0.05, 0.01, -0.02], [-0.01, 0.02, -0.02], [0.02, 0.03, -0.04], [-0.03, -0.03, -0.01], [0.03, -0.03, -0.03], [0.00, 0.00, 0.00], [0.02, 0.02, 0.02], [-0.05, 0.04, 0.01], [0.01, 0.02, 0.03], [-0.03, 0.04, 0.01], [0.02, -0.03, 0.01], [-0.03, -0.03, 0.02], [-0.01, 0.03, -0.05], [-0.02, 0.00, -0.03], [-0.02, -0.04, -0.01], [0.00, 0.03, 0.00], [-0.06, -0.06, 0.02], [0.01, 0.00, -0.02], [0.00, -0.01, 0.00], [0.02, -0.03, 0.03], [-0.01, 0.05, 0.04], [0.01, 0.01, 0.01]]
}